The following is a quantum chemistry calculation of a 18-piece molecular cluster, C88H108O5S5 overall at a distorted geometry, from the Open Molecules 2025 dataset.

Values from the calculation:
HOMO level (eV): -8.3
HOMO-LUMO gap (eV): 8.56

Geometry as XYZ:
```
206
Properties=species:S:1:pos:R:3:forces:R:3
C 0.14954 -4.74608 6.15404 -1.002 0.255 -0.010
C -0.43833 -6.02529 6.02927 1.133 1.270 1.255
C -0.53956 -6.57143 4.78907 0.035 -0.966 -1.771
C -0.05576 -5.98169 3.58899 -0.115 2.111 4.584
C 0.39952 -4.67523 3.74392 -0.859 -0.376 0.808
C 0.44621 -4.03626 4.99826 0.098 -0.759 -0.695
H 0.14132 -4.25284 7.12999 0.280 -0.160 -0.306
H -0.71257 -6.55789 6.95579 -0.136 0.219 -0.788
H -1.05658 -7.50251 4.71880 -0.069 -0.769 -0.143
H -0.05378 -6.44362 2.68840 -0.280 -1.400 -2.567
H 0.51747 -4.05222 2.90094 0.701 0.443 -1.050
H 0.69655 -2.99007 4.93802 0.301 0.201 0.581
C -2.43993 0.42059 8.30360 -0.114 0.155 -1.837
C -1.08760 0.20015 8.16958 0.065 1.318 2.081
C -0.57073 -0.51872 7.16853 2.308 -1.871 -2.035
C -1.37792 -1.03682 6.16063 0.122 -1.097 0.567
C -2.74580 -0.85436 6.30331 -2.474 -0.244 -2.928
C -3.30474 -0.07694 7.30574 1.235 0.784 1.981
H -2.72870 1.19680 8.97306 -0.642 0.043 0.746
H -0.41384 0.67004 8.87680 0.019 -0.087 0.155
H 0.52571 -0.75276 7.11626 -1.133 0.475 0.033
H -0.91010 -1.72256 5.42447 -0.693 0.920 0.281
H -3.47834 -1.18161 5.44272 1.592 0.317 1.734
H -4.31467 0.26832 7.47376 -0.415 -0.603 -0.855
C -2.15289 2.24599 4.17554 -0.111 -0.760 -0.392
C -2.36717 3.57998 3.92726 -0.004 0.686 -1.872
C -2.72298 4.00044 2.62707 -0.110 -1.948 -0.212
C -3.03620 3.09085 1.57944 0.923 0.324 3.290
C -2.93939 1.74972 1.92641 0.722 -1.653 -0.781
C -2.42767 1.32134 3.16930 -1.084 0.510 -0.283
H -1.76622 1.89795 5.11520 -0.060 -0.064 0.428
H -2.21530 4.33253 4.66239 0.240 0.407 0.626
H -2.72255 5.00433 2.32580 -0.198 1.542 0.204
H -3.34856 3.54829 0.68485 -0.319 -0.161 -1.255
H -3.10218 0.90015 1.22423 -0.285 0.973 0.368
H -2.45399 0.25130 3.36460 0.454 0.171 -0.062
C -7.50151 -0.27377 -3.59029 -1.992 0.054 2.977
C -8.63691 0.59505 -3.51219 1.824 -0.412 -1.097
C -9.41286 0.61594 -2.39346 -1.732 0.606 1.581
C -9.15038 -0.21183 -1.27676 0.876 0.316 -1.399
C -8.03188 -1.02033 -1.31132 -0.401 1.353 -2.337
C -7.20109 -1.04531 -2.44644 -0.074 -0.469 -0.496
H -6.92037 -0.35629 -4.44901 0.865 0.037 -1.319
H -8.82703 1.31021 -4.32590 -0.056 -0.548 0.301
H -10.28462 1.31881 -2.35944 0.868 -0.740 -0.001
H -9.71428 -0.27021 -0.37735 -0.816 0.418 0.328
H -7.91287 -1.63837 -0.49980 0.851 -1.452 1.685
H -6.35051 -1.75823 -2.43663 -0.577 0.724 -0.136
C -4.14434 -5.40152 -6.20024 -0.066 0.393 0.111
C -3.16139 -5.15480 -5.24327 -0.530 0.571 -0.368
C -3.41576 -4.29755 -4.19645 0.026 -0.414 1.238
C -4.70969 -3.76909 -4.04640 1.198 -0.637 -1.663
C -5.64942 -3.89991 -5.06672 0.435 -0.453 0.178
C -5.36079 -4.73506 -6.17337 -0.664 0.490 0.414
H -3.94705 -6.09530 -6.98594 0.161 -0.290 -0.530
H -2.16805 -5.52013 -5.36143 0.484 -0.640 -0.084
H -2.60373 -4.18030 -3.43038 -1.006 0.252 -0.696
H -4.91832 -3.18593 -3.21017 -0.431 0.901 1.317
H -6.57588 -3.35758 -4.89024 -0.094 -0.295 -0.548
H -6.08329 -4.86097 -7.00354 0.480 0.043 0.728
C 3.43025 -5.20603 0.07912 -1.666 0.929 0.420
C 2.86467 -6.39323 0.56747 -0.311 -0.096 -1.195
C 1.50073 -6.66891 0.25768 0.318 -0.335 0.186
C 0.72096 -5.76106 -0.46409 1.235 -1.702 1.420
C 1.25571 -4.58694 -0.76344 2.365 3.711 -0.328
C 2.58386 -4.23148 -0.50078 0.914 -2.253 0.366
H 4.44161 -4.94073 0.32848 0.395 -0.150 -0.156
H 3.61070 -7.07839 0.99314 -1.020 -0.079 0.211
H 0.92092 -7.54371 0.55422 0.878 -0.264 0.194
H -0.26174 -5.94450 -0.75394 -1.599 -0.619 -0.139
H 0.73540 -3.75110 -1.13123 -1.290 0.488 -0.972
H 3.02331 -3.30567 -0.82611 -0.223 0.406 -0.004
C 8.29331 -0.95542 0.26180 -0.559 -0.042 -0.039
C 7.22850 -1.45388 1.00675 -1.494 0.884 -0.037
C 6.06038 -0.65925 1.18128 1.280 -0.225 -0.381
C 6.00532 0.58146 0.57076 -0.274 0.469 -0.604
C 7.03342 1.01405 -0.27706 0.244 0.269 0.616
C 8.21084 0.28467 -0.39791 -1.405 -1.062 1.122
H 9.16183 -1.57438 0.15568 0.430 -0.104 -0.106
H 7.15309 -2.45380 1.42777 0.669 0.134 -0.047
H 5.24950 -1.03000 1.78430 -0.207 -0.027 0.099
H 5.14825 1.26469 0.65167 0.259 -0.593 0.233
H 6.91402 1.99683 -0.72775 0.170 -0.190 -0.144
H 9.02668 0.61188 -0.97180 0.866 0.495 -0.718
C -4.70650 1.04912 -3.49811 -0.033 1.254 0.049
C -4.27785 -0.25330 -3.52701 1.474 -0.488 1.311
C -3.28195 -0.70174 -2.61103 -1.308 2.018 -0.369
C -2.79831 0.19244 -1.65806 -1.238 0.135 -1.298
C -3.28019 1.50237 -1.65520 0.170 0.047 -0.574
C -4.20292 1.97740 -2.57683 0.322 -1.857 -0.399
H -5.41143 1.47383 -4.19969 -0.158 -0.474 -0.227
H -4.66323 -0.97914 -4.20114 -0.331 -0.295 -0.690
H -2.91663 -1.68193 -2.68466 0.485 -1.261 0.032
H -2.06004 -0.09427 -0.96019 0.756 -0.199 0.633
H -2.79403 2.17774 -1.01276 0.322 0.824 0.949
H -4.52382 2.98984 -2.69642 0.052 0.528 0.447
C 7.37467 -4.02017 -4.36169 -0.345 1.227 -1.380
C 7.12852 -3.07181 -5.36480 0.674 0.259 -1.439
C 5.81449 -2.80962 -5.77866 0.105 -0.715 2.699
C 4.75010 -3.34902 -4.95369 0.724 1.542 -3.171
C 5.00374 -4.29696 -4.01900 0.377 0.741 0.365
C 6.34115 -4.63005 -3.76091 -1.333 -2.076 2.160
H 8.36814 -4.23570 -4.10847 1.213 -0.377 0.376
H 8.05901 -2.65180 -5.86627 -1.573 -0.272 0.488
H 5.54474 -2.07732 -6.50587 0.146 0.255 -0.572
H 3.76140 -2.96858 -5.25836 0.254 -0.532 0.681
H 4.17309 -4.56702 -3.40589 -0.184 -0.864 0.412
H 6.53257 -5.42089 -2.99644 -0.105 0.778 -0.607
C 6.07547 5.50538 -1.95600 1.534 2.002 0.315
C 5.90222 6.63519 -1.14342 2.270 1.040 -0.065
C 4.74541 6.82071 -0.44417 -1.308 0.774 1.324
C 3.66912 5.99556 -0.62310 -0.122 -2.244 -2.284
C 3.76823 4.99717 -1.63837 -0.481 1.348 1.043
C 4.95102 4.80313 -2.29369 0.602 -0.213 0.803
H 7.11965 5.31296 -2.29983 -1.246 -0.018 -0.214
H 6.69580 7.45642 -1.05124 -0.884 -1.674 0.011
H 4.58478 7.58940 0.31596 0.579 0.159 -0.434
H 2.72682 6.07187 -0.13535 -0.443 0.382 0.591
H 2.93964 4.39715 -1.95730 -0.592 -0.059 0.251
H 5.03929 4.03911 -2.98909 0.028 -1.404 -1.270
C 1.86020 2.51318 0.63845 1.112 -0.670 -1.788
C 0.82792 1.86788 1.27190 0.300 -0.610 0.374
C 0.67191 0.49278 1.14378 0.533 -0.109 -0.626
C 1.48782 -0.31425 0.30391 -0.567 0.944 1.901
C 2.51214 0.34921 -0.35684 1.174 0.308 0.288
C 2.67722 1.75808 -0.21616 0.125 -0.876 -0.710
H 2.07514 3.56117 0.72279 -0.134 0.417 0.203
H 0.25707 2.40108 1.99999 -0.620 0.151 0.341
H 0.00906 0.03013 1.83892 -0.676 -0.436 0.125
H 1.36296 -1.39118 0.50050 0.411 0.460 -0.866
H 3.39769 -0.18534 -0.77210 -1.132 0.207 -0.177
H 3.48206 2.17840 -0.86183 -0.573 0.059 1.019
C 4.25504 1.02236 -3.68285 -0.599 1.152 -0.868
C 3.38092 2.12218 -3.78758 -0.326 -0.329 -1.381
C 3.05098 2.56402 -5.09548 0.468 -0.418 1.696
C 3.55642 1.94914 -6.21795 -1.209 0.632 -1.431
C 4.36890 0.86678 -6.16535 1.729 0.222 1.405
C 4.80030 0.51414 -4.86932 -0.457 -1.519 -0.304
H 4.45786 0.60025 -2.71050 0.379 -0.119 -0.023
H 2.86617 2.60110 -2.94324 0.451 -0.422 -0.318
H 2.39710 3.39016 -5.18900 -0.607 0.746 -0.154
H 3.27002 2.24553 -7.22513 -0.221 0.481 0.274
H 4.81518 0.52054 -7.10881 -0.219 -0.385 0.766
H 5.42463 -0.35853 -4.81456 0.464 -0.120 0.315
C -0.39323 4.47630 -3.49956 -0.251 -1.277 1.916
C -0.39250 5.84482 -3.35974 0.523 0.184 -0.627
C -0.40383 6.42343 -2.09622 0.005 1.187 0.091
C -0.36460 5.63254 -0.96357 -0.287 -0.169 -0.677
C -0.34246 4.24103 -1.09068 0.352 0.512 0.702
C -0.36679 3.65080 -2.33006 -0.212 0.914 -1.137
H -0.49708 3.98708 -4.44171 0.215 -0.062 -0.657
H -0.26553 6.44828 -4.26126 -0.437 0.032 0.326
H -0.45325 7.53369 -2.00422 0.154 -1.019 -0.062
H -0.39989 6.10482 -0.00450 0.079 0.083 0.523
H -0.23520 3.65223 -0.18714 -0.330 -0.102 -0.203
H -0.41029 2.57656 -2.38290 0.105 -0.244 -0.264
C 2.62867 6.85170 5.13411 -0.937 0.950 0.807
S 2.73455 5.40686 4.08525 -0.484 -0.802 0.418
O 2.95522 4.22167 4.98755 0.381 0.777 -0.406
C 0.96019 5.22774 3.70295 0.094 2.154 0.144
H 1.95697 6.73274 5.99126 -0.719 -0.416 -0.555
H 2.35471 7.76645 4.57923 0.101 -0.541 0.031
H 3.49950 7.06293 5.72217 1.295 -0.188 -0.513
H 0.45599 5.10877 4.67963 0.166 -0.335 -0.644
H 0.87525 4.41026 3.00375 -0.184 -0.356 0.108
H 0.59252 6.18169 3.22134 0.328 -0.992 0.381
C -3.47313 -3.89864 2.47106 -0.751 0.418 1.588
S -3.75731 -2.66826 1.19034 1.387 -0.151 -0.204
O -3.57691 -1.35386 1.86351 -0.542 0.381 0.359
C -2.11458 -2.86135 0.41323 -0.401 -0.298 -0.681
H -2.56075 -3.54556 3.01461 -0.676 -0.535 -0.383
H -3.37838 -4.90701 2.06250 0.124 0.149 -0.001
H -4.36138 -3.86914 3.19707 1.233 -0.021 -1.101
H -1.32582 -2.91995 1.15235 -0.043 0.140 0.422
H -1.98012 -1.97148 -0.20354 -0.029 -0.163 0.074
H -2.04013 -3.74226 -0.22719 -0.187 -0.019 -0.024
C -6.65314 2.06664 2.01143 0.045 1.214 0.162
S -7.13204 1.79755 3.71970 0.544 1.326 0.441
O -8.55394 1.41925 3.76981 -1.027 -0.088 -0.167
C -6.32448 0.25795 3.95212 1.296 -1.726 -0.826
H -7.06920 3.08898 1.68433 0.448 -1.787 0.349
H -7.00684 1.19546 1.43955 0.187 0.525 -0.158
H -5.54909 2.15031 2.07998 -0.536 -0.182 -0.442
H -6.80724 -0.36026 3.12179 0.990 0.322 1.119
H -6.68206 -0.12211 4.92112 0.161 0.150 -0.330
H -5.16105 0.24091 3.92780 -2.075 0.206 -0.203
C 2.31679 1.52245 6.01332 1.885 -1.369 -1.547
S 1.77101 0.89013 4.39040 -0.069 0.671 0.161
O 1.39209 -0.54959 4.54104 0.123 -0.077 0.031
C 3.35683 0.88766 3.55455 0.162 1.358 0.152
H 2.95336 0.67986 6.44900 -0.787 1.397 -0.257
H 1.40323 1.68724 6.49639 -1.147 0.138 1.234
H 2.81601 2.48427 5.77585 -0.117 -0.840 0.543
H 3.94326 1.81435 3.66126 -0.136 -0.305 1.028
H 3.18155 1.00125 2.50955 -0.457 -0.997 -1.050
H 3.85267 -0.00855 3.87114 0.502 -0.393 -0.099
C 0.45595 -0.37786 -4.26458 -0.500 -0.302 -0.713
S 0.33892 -2.15207 -4.11285 0.840 0.355 0.061
O -0.20811 -2.38510 -2.75502 -0.451 -0.342 0.442
C -0.93822 -2.23153 -5.31040 -0.742 -1.051 -1.081
H 0.53866 -0.17479 -5.34815 -0.183 0.334 0.654
H 1.34144 -0.05875 -3.78024 0.808 0.495 0.636
H -0.45605 -0.01666 -3.76461 0.293 0.242 -0.387
H -1.84139 -1.67606 -5.02623 0.116 -0.442 0.136
H -1.08738 -3.28486 -5.61465 -0.462 0.507 0.585
H -0.55053 -1.78961 -6.21504 0.274 0.347 -0.289
```
Positions in Å, forces in eV/Å.


The following is a quantum chemistry calculation of one molecule with the formula C8H9FN2 at a distorted geometry, from the Open Molecules 2025 dataset.

Values from the calculation:
HOMO level (spin up / spin down) (eV): -9.6 / -9.4
HOMO-LUMO gap (spin up / spin down) (eV): 8.54 / 8.48

Geometry as XYZ:
```
20
Properties=species:S:1:pos:R:3:forces:R:3
C 1.92429 -1.95463 0.65747 0.925 -0.513 -0.116
C -0.84489 -0.41893 1.13225 -0.055 0.236 1.660
C 1.22080 0.83552 -0.45070 1.930 -3.456 -2.121
C 0.28193 1.46179 0.17971 0.129 0.997 1.974
C 0.87044 -1.59063 -0.27289 -0.743 3.608 3.597
C -0.60396 -1.49998 0.18906 -0.155 -2.387 -1.519
C 0.14296 2.95500 0.34070 -0.037 2.157 -2.565
C -1.49937 -1.16710 -1.05834 1.091 -2.115 -1.372
N 2.85064 -2.29759 1.27916 -1.630 0.593 -0.771
N -0.44428 0.77088 1.19832 -0.719 0.608 -0.543
F 2.18153 1.20085 -1.35726 -1.759 -0.346 1.481
H -1.51462 -0.72998 1.91390 -0.212 0.103 0.712
H 1.04261 -1.70403 -1.26811 0.638 -0.696 -2.641
H -0.98627 -2.54279 0.65070 1.052 2.304 -0.902
H -0.91318 3.22098 0.55051 0.407 -0.346 -0.503
H 0.50064 3.56968 -0.66361 -0.879 -1.644 2.642
H 0.64904 3.38706 1.21231 0.394 -0.516 -0.260
H -2.62536 -1.15210 -0.87336 1.779 0.338 -0.241
H -1.23301 -2.02902 -1.78444 -1.010 1.133 0.919
H -0.99994 -0.31498 -1.57537 -1.148 -0.059 0.568
```
Positions in Å, forces in eV/Å.


no.,M (g mol⁻¹)
1,1406.162
2,152.172